1.
Here is an isolated molecule of C21H21N3O2S2 in a non-equilibrium geometry from OMol25. Energies are from ωB97M-V/def2-TZVPD.

Calculated values
HOMO (eV): -8.68
SMILES string: CSc1nc(NCCc2ccccc2)c(C(=O)O)c(SCc2ccccc2)n1
E_LUMO (eV): 0.6
E_tot (a.u.): -1923.97050
F_max (eV/Å): 3.47
Energy relative to the best compared isomer or geometry (same formula, charge and spin) (kcal per mole): 36.5

Positions of all 49 atoms, in Å:
C -0.69 -4.28 0.99
S -1.38 -3.43 -0.47
C -0.17 -2.14 -0.56
N 0.79 -2.08 0.35
C 1.61 -1.08 0.29
N 2.47 -1.21 1.36
C 2.86 -0.10 2.24
C 1.66 0.55 2.91
C 0.76 -0.41 3.68
C 1.13 -1.10 4.87
C 0.20 -1.87 5.58
C -1.05 -2.13 5.08
C -1.43 -1.56 3.85
C -0.57 -0.63 3.19
C 1.58 -0.15 -0.68
C 2.41 1.02 -0.71
O 1.98 2.03 -0.19
O 3.64 0.94 -1.30
C 0.63 -0.34 -1.64
S 0.42 0.73 -3.03
C -1.40 0.92 -3.01
C -1.79 2.01 -3.94
C -1.62 3.32 -3.50
C -1.99 4.38 -4.30
C -2.47 4.13 -5.61
C -2.62 2.83 -6.09
C -2.27 1.77 -5.25
N -0.25 -1.30 -1.55
H -1.37 -5.09 1.27
H -0.61 -3.63 1.84
H 0.31 -4.71 0.76
H 2.28 -2.08 1.83
H 3.48 0.60 1.71
H 3.46 -0.54 3.08
H 2.01 1.29 3.66
H 1.08 1.10 2.17
H 2.12 -0.97 5.30
H 0.48 -2.31 6.52
H -1.80 -2.75 5.57
H -2.42 -1.76 3.43
H -0.85 -0.19 2.26
H 4.03 1.82 -1.26
H -1.94 0.01 -3.31
H -1.71 1.12 -1.97
H -1.20 3.48 -2.50
H -1.88 5.40 -3.93
H -2.70 4.96 -6.26
H -2.91 2.65 -7.12
H -2.33 0.75 -5.59

2.
Here is a structure of composition C21H31ClO10P4V in a non-equilibrium geometry from OMol25. Energies are from ωB97M-V/def2-TZVPD.

Calculated values
HOMO (spin up / spin down) (eV): -1.17 / -0.63
<S²>: 0.76
E_LUMO (spin up / spin down) (eV): 4.8 / 4.8
E_tot (a.u.): -4341.23758
Total charge: -2
F_max (eV/Å): 2.91
2S+1: 2
Energy relative to the best compared isomer or geometry (same formula, charge and spin) (kcal per mole): 18.8

Positions of all 68 atoms, in Å:
V -1.12 -0.37 -0.74
C 1.44 0.77 1.83
P 0.33 -0.51 1.08
C -0.62 -0.88 2.61
C 1.48 -1.94 1.03
C 1.50 -2.97 1.96
C 2.29 -4.08 1.76
C 3.08 -4.19 0.62
C 3.09 -3.15 -0.30
C 2.30 -2.03 -0.10
P 2.28 -0.56 -1.20
C 4.14 -0.43 -1.44
C 1.88 -1.35 -2.80
H 1.99 0.32 2.66
H 0.81 1.58 2.18
H 2.13 1.16 1.08
H 0.03 -0.95 3.48
H -1.15 -1.81 2.45
H -1.34 -0.08 2.76
H 0.87 -2.93 2.84
H 2.28 -4.89 2.48
H 3.68 -5.07 0.45
H 3.71 -3.23 -1.18
H 4.61 -1.36 -1.73
H 4.60 -0.08 -0.51
H 4.32 0.31 -2.22
H 2.56 -2.17 -3.03
H 1.92 -0.58 -3.58
H 0.85 -1.70 -2.72
O -4.70 -0.61 -0.74
P -3.51 -1.55 -1.37
O -4.18 -2.76 -1.94
O -2.63 -0.72 -2.21
O -2.73 -1.94 0.03
P -1.53 -3.09 -0.19
O -2.33 -4.28 -0.92
O -1.12 -3.55 1.16
O -0.53 -2.49 -1.12
H -5.41 -1.19 -0.49
H -3.01 -3.84 -1.48
C 2.64 3.09 -2.25
C 1.17 2.87 -1.91
C 0.35 4.12 -2.24
O 1.05 2.56 -0.54
C 0.59 1.67 -2.75
O 0.80 1.66 -3.96
O -0.05 0.81 -2.08
H 2.99 4.03 -1.83
H 2.78 3.09 -3.33
H 3.21 2.27 -1.81
H 0.70 4.96 -1.64
H -0.70 3.95 -2.03
H 0.46 4.36 -3.30
H 0.45 1.79 -0.50
Cl -0.93 3.96 1.18
C -1.99 2.84 1.97
C -2.28 3.09 3.29
C -3.15 2.26 3.99
C -3.72 1.19 3.32
C -3.43 0.95 2.00
C -2.53 1.75 1.25
C -2.24 1.46 -0.12
H -1.83 3.95 3.78
H -3.39 2.47 5.02
H -4.40 0.54 3.85
H -3.87 0.10 1.49
H -1.82 2.32 -0.66
H -3.11 1.07 -0.65

3.
Here is an isolated molecule of C14H18BrNO in a non-equilibrium geometry from OMol25. Energies are from ωB97M-V/def2-TZVPD.

Calculated values
HOMO (eV): -8.17
SMILES string: Cc1ccc(NC(=O)CC2CCCC2)c(Br)c1
E_LUMO (eV): 0.7
E_tot (a.u.): -3247.91471
F_max (eV/Å): 15.25
Energy relative to the best compared isomer or geometry (same formula, charge and spin) (kcal per mole): 250.5

Positions of all 35 atoms, in Å:
C -5.51 -1.91 0.60
C -4.11 -1.25 0.18
C -2.99 -1.88 -0.24
C -1.90 -1.37 -0.53
C -1.82 -0.13 -0.58
N -0.58 0.63 -0.70
C -0.02 1.65 0.25
O -0.53 1.81 1.21
C 1.43 1.73 -0.34
C 2.41 0.98 0.50
C 2.47 -0.60 -0.06
C 3.79 -0.91 0.36
C 4.74 0.31 -0.09
C 4.00 1.50 0.03
C -3.03 0.69 -0.02
Br -3.00 2.70 -0.20
C -4.25 0.02 0.40
H -6.30 -1.57 -0.18
H -5.48 -3.12 0.47
H -5.93 -1.68 1.51
H -3.24 -3.07 -0.41
H -1.08 -1.80 -0.84
H -0.04 0.25 -1.38
H 1.50 2.00 -1.28
H 1.54 2.92 0.00
H 2.27 0.98 1.58
H 1.60 -1.06 0.44
H 2.40 -0.35 -1.26
H 4.03 -1.89 -0.37
H 3.76 -1.05 1.47
H 4.99 0.15 -1.02
H 5.65 0.38 0.21
H 4.32 1.92 0.83
H 3.95 2.23 -0.91
H -5.05 0.76 0.39

4.
Here is a structure of composition C20H24N2O3P2Ru in a non-equilibrium geometry from OMol25. Energies are from ωB97M-V/def2-TZVPD.

Calculated values
HOMO (spin up / spin down) (eV): -14.16 / -15.17
<S²>: 6.05
E_LUMO (spin up / spin down) (eV): -6.9 / -10.7
E_tot (a.u.): -1888.52305
Total charge: +2
F_max (eV/Å): 6.93
2S+1: 5

Positions of all 52 atoms, in Å:
C -1.03 3.60 -1.03
C -1.04 2.20 -1.03
C 0.15 1.53 -1.40
C 1.10 2.23 -2.20
C 1.07 3.63 -2.25
C 0.03 4.31 -1.61
C 1.81 1.23 -3.03
C 2.46 0.17 -2.22
C 1.45 -0.45 -1.42
C 1.60 -1.81 -1.09
C 2.90 -2.35 -1.10
C 3.96 -1.64 -1.67
C 3.74 -0.40 -2.29
H -1.88 4.13 -0.57
H 1.85 4.18 -2.79
H -0.01 5.40 -1.61
H 2.13 1.45 -4.07
H 3.06 -3.34 -0.65
H 4.95 -2.09 -1.67
H 4.55 0.11 -2.83
N 0.33 0.22 -0.87
Ru -0.25 -0.20 1.48
C -2.20 1.30 -0.62
H -2.08 0.33 -1.11
H -3.19 1.73 -0.83
C 0.32 -2.54 -0.71
H -0.53 -2.04 -1.20
H 0.33 -3.61 -0.95
P -2.08 0.88 1.18
P -0.05 -2.31 1.09
C 1.35 -3.08 1.95
H 1.18 -2.91 3.02
H 1.39 -4.16 1.73
H 2.28 -2.60 1.64
C -1.50 -3.35 1.38
H -1.35 -4.35 0.96
H -1.65 -3.40 2.47
H -2.38 -2.87 0.92
C -2.13 2.47 2.04
H -3.12 2.94 1.94
H -1.91 2.26 3.10
H -1.36 3.14 1.63
C -3.63 0.02 1.54
H -3.79 0.05 2.63
H -4.47 0.50 1.01
H -3.53 -1.03 1.23
C 1.18 0.75 0.96
O 2.11 1.37 0.66
H 0.99 0.69 -3.32
O -0.59 -1.77 4.01
N -0.94 -0.68 3.46
O -1.61 0.17 4.10

5.
Here is an isolated molecule of C11H17NOS in a non-equilibrium geometry from OMol25. Energies are from ωB97M-V/def2-TZVPD.

Calculated values
HOMO (eV): -8.36
SMILES string: Cc1ccc(CNC[C@@H]2CCCO2)s1
E_LUMO (eV): 0.7
E_tot (a.u.): -957.27632
F_max (eV/Å): 6.10
Energy relative to the best compared isomer or geometry (same formula, charge and spin) (kcal per mole): 158.6

Positions of all 31 atoms, in Å:
C -3.10 -2.28 -0.27
C -2.59 -0.92 0.14
C -2.85 -0.07 1.32
C -1.99 1.16 1.26
C -1.34 1.22 0.13
C -0.48 2.32 -0.39
N 0.95 2.24 -0.71
C 1.95 1.69 0.18
C 1.84 0.23 0.45
C 2.74 -0.78 1.44
C 2.91 -2.03 0.44
C 1.86 -1.71 -0.72
O 2.09 -0.30 -0.89
S -1.41 -0.12 -1.02
H -3.84 -2.46 0.42
H -3.73 -2.32 -1.26
H -2.50 -3.10 -0.47
H -3.83 -0.04 2.16
H -2.09 1.89 2.20
H -0.67 2.89 -1.30
H -0.40 3.17 0.43
H 0.95 1.72 -1.64
H 2.90 1.81 -0.54
H 2.22 2.64 0.94
H 0.69 0.01 0.77
H 2.20 -1.12 2.38
H 3.53 -0.03 1.68
H 3.86 -1.99 -0.32
H 3.16 -3.13 1.09
H 0.84 -2.05 -0.44
H 2.17 -2.26 -1.66

6.
Here is a structure of composition C18H55BN3O12Y in a non-equilibrium geometry from OMol25. Energies are from ωB97M-V/def2-TZVPD.

Calculated values
HOMO (eV): 5.22
E_LUMO (eV): 6.7
E_tot (a.u.): -1848.65742
Total charge: -4
F_max (eV/Å): 3.04

Positions of all 90 atoms, in Å:
Y 2.84 -0.56 1.95
B 1.19 0.38 0.36
H 2.23 0.83 0.30
H 0.39 0.86 -0.39
H 1.28 -0.73 0.12
H 0.84 0.49 1.44
O 4.75 2.83 -1.13
C 5.26 2.73 0.11
C 5.68 1.34 0.66
O 4.82 0.28 0.81
H 4.58 3.26 0.85
H 6.19 3.39 0.19
H 6.16 1.52 1.66
H 6.49 1.08 -0.07
O 4.17 -1.01 3.83
C 3.53 -0.92 5.05
C 2.21 -0.09 5.15
O 1.37 -0.09 4.06
H 4.18 -0.44 5.83
H 3.36 -1.95 5.44
H 2.52 0.95 5.43
H 1.66 -0.55 6.00
O 3.58 -2.38 0.53
C 2.71 -3.45 0.59
C 1.82 -3.62 1.88
O 1.31 -2.43 2.32
H 3.21 -4.45 0.50
H 1.98 -3.41 -0.26
H 2.48 -4.14 2.62
H 0.97 -4.31 1.62
C -2.46 2.95 -5.29
C -1.68 2.77 -4.00
C -1.75 1.31 -3.49
O -3.05 0.85 -3.19
C -3.68 1.61 -2.19
N -0.25 3.09 -4.08
H -3.54 2.85 -5.11
H -2.18 2.12 -5.95
H -2.25 3.85 -5.87
H -2.08 3.37 -3.18
H -1.18 1.36 -2.55
H -1.18 0.66 -4.15
H -4.42 0.97 -1.71
H -4.24 2.46 -2.61
H -3.00 2.05 -1.46
H -0.13 3.96 -4.60
H 0.19 2.46 -4.76
C -2.44 1.55 1.36
C -2.32 0.58 2.56
C -3.72 0.16 2.98
O -4.44 1.20 3.64
C -5.64 0.72 4.14
N -1.51 -0.59 2.23
H -1.41 1.89 1.17
H -2.98 2.47 1.62
H -2.82 1.04 0.47
H -1.90 1.17 3.37
H -3.63 -0.72 3.64
H -4.30 -0.21 2.13
H -6.37 0.53 3.34
H -6.09 1.51 4.77
H -5.53 -0.13 4.82
H -0.67 -0.22 1.75
H -1.97 -0.94 1.37
C -0.61 -4.65 -1.95
C -0.49 -3.17 -2.32
C -1.74 -2.70 -3.07
O -1.94 -3.37 -4.32
C -1.05 -2.87 -5.29
N -0.31 -2.39 -1.11
H -1.61 -4.90 -1.56
H 0.07 -4.91 -1.14
H -0.49 -5.26 -2.85
H 0.37 -3.10 -3.00
H -1.73 -1.61 -3.16
H -2.61 -2.92 -2.44
H -1.15 -1.78 -5.38
H -1.41 -3.32 -6.22
H 0.01 -3.10 -5.13
H 0.30 -2.91 -0.47
H 0.25 -1.55 -1.25
O 1.66 2.10 -2.13
H 1.43 1.68 -1.26
H 0.83 2.49 -2.43
O 2.84 1.82 2.42
H 3.65 2.05 2.89
H 2.54 2.63 2.00
O 0.34 2.71 3.66
H 0.78 1.86 3.91
H 0.91 3.05 2.96

7.
Here is an isolated molecule of C19H23NO4 from OMol25. Energies are from ωB97M-V/def2-TZVPD.

Calculated values
HOMO (eV): -8.22
SMILES string: CCCOc1ccc(OCC(=O)c2[nH]c(C)c(C(C)=O)c2C)cc1
E_LUMO (eV): 0.5
E_tot (a.u.): -1093.52062
F_max (eV/Å): 0.96
Energy relative to the best compared isomer or geometry (same formula, charge and spin) (kcal per mole): 30.6

Positions of all 47 atoms, in Å:
C -6.44 -0.24 0.97
C -5.62 -0.93 -0.11
C -4.45 -1.72 0.49
O -3.53 -0.90 1.18
C -2.66 -0.12 0.48
C -1.89 0.76 1.25
C -0.96 1.59 0.67
C -0.77 1.56 -0.71
O 0.14 2.32 -1.40
C 0.93 3.24 -0.67
C 1.90 2.65 0.36
O 2.16 3.31 1.36
C 2.48 1.37 0.07
N 2.26 0.69 -1.12
C 2.89 -0.49 -1.12
C 2.79 -1.37 -2.31
C 3.57 -0.62 0.10
C 4.41 -1.71 0.60
C 4.50 -2.96 -0.24
O 5.00 -1.63 1.66
C 3.31 0.56 0.85
C 3.81 0.88 2.21
C -1.53 0.69 -1.48
C -2.47 -0.14 -0.89
H -7.23 0.36 0.52
H -6.90 -0.98 1.62
H -5.81 0.41 1.57
H -6.24 -1.61 -0.69
H -5.22 -0.17 -0.80
H -3.95 -2.31 -0.27
H -4.84 -2.40 1.26
H -2.04 0.77 2.32
H -0.38 2.24 1.30
H 1.52 3.77 -1.42
H 0.30 3.98 -0.15
H 1.67 1.04 -1.85
H 2.19 -0.88 -3.07
H 3.77 -1.58 -2.73
H 2.32 -2.32 -2.06
H 3.51 -3.37 -0.42
H 4.97 -2.74 -1.19
H 5.10 -3.70 0.29
H 3.38 1.80 2.57
H 3.57 0.06 2.89
H 4.89 0.96 2.19
H -1.38 0.67 -2.55
H -3.04 -0.80 -1.53

8.
Here is an isolated molecule of C2H7N3S in a non-equilibrium geometry from OMol25. Energies are from ωB97M-V/def2-TZVPD.

Calculated values
HOMO (eV): -8.57
SMILES string: SN1CCNN1
E_LUMO (eV): 0.8
E_tot (a.u.): -642.72682
F_max (eV/Å): 3.63
Energy relative to the best compared isomer or geometry (same formula, charge and spin) (kcal per mole): 79.0

Positions of all 13 atoms, in Å:
S -2.22 -0.04 0.35
N -0.88 0.06 -0.74
C 0.12 -0.93 -0.32
C 1.32 -0.26 0.43
N 0.93 1.18 0.42
N 0.10 1.28 -0.65
H -3.10 -0.54 -0.56
H 0.55 -1.58 -1.21
H -0.50 -1.66 0.25
H 1.48 -0.72 1.54
H 2.19 -0.29 -0.19
H 0.48 1.36 1.37
H -0.46 2.13 -0.69